{
  "formula": "C37H39GeN2OTc",
  "method": "ωB97M-V/def2-TZVPD",
  "elements": ["Tc", "C", "C", "C", "C", "C", "C", "C", "N", "C", "C", "C", "C", "C", "C", "C", "N", "C", "C", "C", "C", "H", "H", "H", "H", "H", "H", "H", "H", "H", "H", "H", "H", "H", "H", "H", "H", "H", "H", "H", "H", "H", "H", "H", "H", "O", "C", "Ge", "C", "C", "C", "C", "C", "C", "C", "C", "C", "C", "C", "C", "C", "C", "C", "C", "C", "C", "H", "H", "H", "H", "H", "H", "H", "H", "H", "H", "H", "H", "H", "H", "H"],
  "positions_angstrom": [[0.189339, 0.096205, -0.085076], [-5.138446, -2.897311, -3.536504], [-4.081434, -3.720130, -2.803231], [-3.347024, -4.620658, -3.812584], [-4.766468, -4.587518, -1.732037], [-3.047497, -2.843641, -2.115080], [-2.004534, -3.422954, -1.386052], [-1.073324, -2.631848, -0.766159], [-1.119989, -1.289709, -0.852070], [-2.120827, -0.682894, -1.538666], [-3.083988, -1.447645, -2.166003], [-2.147712, 0.805877, -1.542368], [-3.114705, 1.540586, -2.186795], [-3.106192, 2.943825, -2.145738], [-2.090669, 3.548857, -1.410173], [-1.146612, 2.779679, -0.766531], [-1.171515, 1.443043, -0.841987], [-4.178120, 3.726734, -2.887876], [-4.093163, 3.362091, -4.380190], [-5.551388, 3.321595, -2.325646], [-3.992869, 5.234131, -2.726919], [-5.845447, -3.580121, -4.006734], [-4.705834, -2.286440, -4.331556], [-5.710246, -2.262078, -2.856790], [-4.082045, -5.244265, -4.321721], [-2.632055, -5.283351, -3.325580], [-2.823087, -4.031195, -4.566119], [-5.519203, -5.209332, -2.216872], [-5.266575, -3.974065, -0.981461], [-4.062871, -5.251890, -1.231054], [-1.916733, -4.495984, -1.295573], [-0.257381, -3.047314, -0.191220], [-3.884620, -0.970614, -2.706919], [-3.896095, 1.043182, -2.739726], [-2.023203, 4.623435, -1.332847], [-0.341097, 3.213302, -0.186744], [-4.295958, 2.305663, -4.559638], [-3.114841, 3.607353, -4.795260], [-4.843918, 3.936829, -4.922853], [-5.768056, 2.264713, -2.485202], [-6.321974, 3.895252, -2.840972], [-5.625130, 3.538377, -1.259300], [-3.040419, 5.575408, -3.135933], [-4.069999, 5.547465, -1.684429], [-4.782846, 5.744073, -3.277458], [1.729334, 0.174082, -0.676373], [0.366078, 0.118832, 1.591744], [2.019670, 0.762324, 2.711539], [1.592036, 0.822192, 4.579091], [1.616715, 2.032235, 5.270285], [1.388867, 2.050864, 6.639196], [1.125283, 0.867719, 7.313363], [1.097016, -0.341094, 6.628464], [1.334554, -0.366122, 5.264312], [2.095007, 2.483183, 1.824621], [3.107482, 2.759391, 0.905037], [3.181805, 4.007696, 0.301968], [2.251115, 4.988219, 0.618852], [1.237979, 4.723504, 1.533804], [1.154242, 3.471916, 2.128465], [3.383711, -0.514748, 2.247949], [3.205491, -1.729187, 1.596394], [4.281514, -2.577859, 1.386013], [5.547051, -2.214715, 1.825938], [5.736456, -1.008061, 2.483555], [4.658430, -0.161613, 2.699029], [1.827564, 2.960789, 4.752498], [1.420430, 2.988337, 7.177748], [0.947121, 0.884797, 8.380298], [0.899873, -1.261930, 7.160481], [1.336147, -1.316994, 4.742452], [3.839410, 1.998422, 0.659358], [3.975361, 4.219855, -0.401994], [2.325054, 5.967303, 0.163829], [0.527504, 5.496887, 1.797531], [0.372456, 3.280153, 2.857046], [2.220781, -2.037076, 1.258965], [4.135088, -3.525087, 0.884406], [6.386156, -2.877436, 1.662680], [6.719795, -0.727373, 2.835931], [4.823295, 0.770576, 3.230769]],
  "atomic_forces_ev_per_a": [[1.6, 0.4, -0.2], [0.0, -0.1, 0.0], [0.1, 0.1, 0.1], [-0.1, 0.0, 0.0], [0.0, 0.0, -0.1], [0.0, 0.0, 0.0], [0.0, -0.1, 0.0], [0.0, 0.1, -0.1], [-0.2, 0.0, 0.2], [-0.2, -0.3, -0.1], [0.0, -0.1, 0.0], [-0.1, 0.2, -0.1], [0.0, 0.1, 0.0], [0.0, 0.0, 0.0], [0.0, 0.1, 0.0], [0.0, -0.1, -0.1], [-0.2, -0.2, 0.2], [0.1, -0.1, 0.1], [-0.1, 0.1, 0.0], [0.0, 0.1, -0.1], [-0.1, 0.0, 0.0], [0.0, 0.0, 0.0], [0.0, 0.0, 0.0], [0.0, 0.0, 0.0], [0.0, 0.0, 0.0], [0.0, 0.0, 0.0], [0.0, 0.0, 0.0], [0.0, 0.0, 0.0], [0.0, 0.0, 0.0], [0.0, 0.0, 0.0], [0.0, 0.0, 0.0], [0.0, 0.0, 0.0], [0.0, 0.0, 0.0], [0.0, 0.0, 0.0], [0.0, 0.0, 0.0], [0.0, 0.0, 0.0], [0.0, 0.0, 0.0], [0.0, 0.0, 0.0], [0.0, 0.0, 0.0], [0.0, 0.0, 0.0], [0.0, 0.0, 0.0], [0.0, 0.0, 0.0], [0.0, 0.0, 0.0], [0.0, 0.0, 0.0], [0.0, 0.0, 0.0], [-0.7, -0.1, 0.1], [-0.2, -0.1, 0.1], [-0.2, -0.1, 0.0], [-0.2, 0.0, -0.1], [0.0, 0.0, 0.0], [0.0, 0.0, 0.0], [0.0, 0.0, 0.0], [0.0, 0.0, 0.0], [0.0, 0.0, 0.0], [0.1, 0.0, 0.0], [0.0, 0.0, 0.0], [0.0, 0.0, 0.0], [0.0, 0.0, 0.0], [0.0, 0.0, 0.0], [0.0, 0.0, 0.1], [0.2, 0.2, 0.1], [-0.1, 0.0, 0.0], [0.0, 0.0, 0.0], [0.0, 0.0, 0.0], [0.0, 0.0, 0.0], [0.0, -0.1, -0.1], [0.0, 0.0, 0.0], [0.0, 0.0, 0.0], [0.0, 0.0, 0.0], [0.0, 0.0, 0.0], [0.0, 0.0, 0.0], [0.0, 0.0, 0.0], [0.0, 0.0, 0.0], [0.0, 0.0, 0.0], [0.0, 0.0, 0.0], [0.0, 0.0, 0.0], [0.0, 0.0, 0.0], [0.0, 0.0, 0.0], [0.0, 0.0, 0.0], [0.0, 0.0, 0.0], [0.0, 0.0, 0.0]],
  "lowdin_charge": [1.46, -0.05, -0.55, -0.02, -0.02, -0.10, 0.04, -0.05, -0.07, -0.16, 0.08, -0.16, 0.07, -0.10, 0.05, -0.04, -0.06, -0.55, -0.02, -0.02, -0.05, 0.10, 0.10, 0.09, 0.10, 0.09, 0.10, 0.10, 0.10, 0.09, 0.13, 0.13, 0.11, 0.12, 0.12, 0.11, 0.08, 0.10, 0.10, 0.08, 0.10, 0.10, 0.10, 0.10, 0.10, -0.37, -0.20, 0.97, -0.30, -0.10, -0.06, -0.05, -0.06, -0.10, -0.32, -0.10, -0.05, -0.06, -0.08, -0.14, -0.31, -0.13, -0.07, -0.05, -0.06, -0.10, 0.09, 0.11, 0.12, 0.11, 0.10, 0.11, 0.12, 0.12, 0.11, 0.11, 0.07, 0.11, 0.12, 0.12, 0.11],
  "multiplicity": 1,
  "de_lowest_kcal_mol": 0.0,
  "total_energy_ev": -102728.4828,
  "homo_ev": [-13.7, -13.7],
  "charge": 2,
  "lumo_energy_ev": [-8.0, -8.0]
}